Record 1
The following is a DFT calculation (ωB97M-V/def2-TZVPD) of C6H15NO2S in the gas phase in a non-equilibrium geometry.

Calculated values
* molar mass: 165.3 g mol⁻¹
* frontier orbital gap: 10.183 eV
* HOMO energy: -9.4868 eV
* E_tot: -840.96012 hartree
* energy relative to the best compared isomer or geometry (same formula, charge and spin): 60.2 kcal per mole
* multiplicity: 1

Element x y z (Å)
C (0.12, -1.56, -1.22)
N (-0.28, -0.57, -0.21)
C (0.65, 0.78, -0.27)
C (1.07, 1.04, -1.69)
C (-0.22, 1.94, 0.28)
C (1.86, 0.48, 0.58)
S (-0.81, -1.34, 1.20)
C (-2.49, -0.76, 1.19)
O (-0.65, -2.77, 1.27)
O (-0.17, -0.61, 2.25)
H (-0.21, -2.55, -0.81)
H (-0.40, -1.60, -2.11)
H (1.14, -1.64, -1.43)
H (1.88, 0.46, -2.00)
H (0.24, 0.72, -2.29)
H (1.27, 2.13, -1.84)
H (-0.23, 1.91, 1.37)
H (-1.28, 1.90, -0.10)
H (0.24, 2.85, -0.07)
H (1.69, 0.09, 1.58)
H (2.45, -0.30, 0.04)
H (2.55, 1.35, 0.65)
H (-2.90, -1.13, 0.31)
H (-3.03, -1.23, 2.09)
H (-2.49, 0.41, 1.21)

Record 2
The following is a DFT calculation (ωB97M-V/def2-TZVPD) of a molecular structure, C14H18BiClHo in a non-equilibrium geometry.

Calculated values
* total charge: -1
* molar mass: 595.7 g mol⁻¹
* frontier orbital gap (alpha / beta): 3.794 / 3.837 eV
* HOMO energy (alpha / beta): -1.7738 / -1.7814 eV
* ⟨S²⟩: 6.005
* E_tot: -2167.00350 hartree
* multiplicity: 5

Element x y z (Å)
Ho (0.05, 0.32, -0.55)
Cl (0.17, -2.15, -0.99)
C (2.05, 0.71, -1.47)
H (2.28, 1.75, -1.14)
H (2.18, 0.65, -2.56)
H (2.80, 0.04, -1.00)
Bi (-0.94, -0.81, -3.43)
C (0.23, -2.39, -4.56)
C (-2.89, -1.84, -2.87)
C (-1.59, 0.41, -4.99)
H (-3.42, -1.19, -2.17)
H (-3.49, -1.96, -3.79)
H (-2.70, -2.81, -2.41)
H (1.26, -2.05, -4.61)
H (0.18, -3.35, -4.03)
H (-0.19, -2.48, -5.57)
H (-0.97, 0.54, -5.89)
H (-2.61, 0.82, -5.01)
C (-0.50, 2.99, 4.24)
C (-0.77, 3.08, 2.85)
C (-0.38, 2.06, 1.99)
C (0.30, 0.91, 2.50)
C (0.71, -0.17, 1.68)
C (1.39, -1.26, 2.16)
C (1.69, -1.32, 3.56)
C (1.29, -0.30, 4.41)
C (0.59, 0.83, 3.93)
C (0.17, 1.89, 4.77)
H (-0.82, 3.80, 4.90)
H (-1.27, 3.96, 2.45)
H (-0.61, 2.16, 0.89)
H (1.69, -2.07, 1.49)
H (2.24, -2.18, 3.94)
H (1.50, -0.35, 5.48)
H (0.38, 1.81, 5.84)

Record 3
The following is a DFT calculation (ωB97M-V/def2-TZVPD) of a molecular structure, C25H26BrN6O3SiZn.

Calculated values
* total charge: +1
* molar mass: 631.9 g mol⁻¹
* frontier orbital gap: 7.546 eV
* HOMO energy: -10.8466 eV
* E_tot: -6165.18291 hartree
* multiplicity: 1

Element x y z (Å)
Zn (-0.36, -0.14, 0.16)
C (3.60, -2.87, 2.91)
C (2.15, -2.49, 2.81)
C (1.19, -2.94, 3.72)
C (-0.13, -2.54, 3.61)
C (-0.46, -1.68, 2.59)
Br (-2.22, -1.05, 2.38)
N (0.43, -1.25, 1.69)
C (1.70, -1.65, 1.81)
H (3.75, -3.64, 3.67)
H (4.21, -2.01, 3.17)
H (3.97, -3.26, 1.96)
H (1.49, -3.61, 4.51)
H (-0.88, -2.88, 4.31)
H (2.38, -1.26, 1.06)
N (1.83, 1.03, -1.30)
N (1.64, 0.51, -2.59)
C (0.82, -0.53, -2.78)
N (0.66, -1.01, -4.01)
N (0.18, -0.97, -1.68)
N (-0.73, -1.97, -1.76)
O (-1.38, -2.05, -0.70)
O (-0.90, -2.68, -2.72)
H (1.31, 1.89, -1.18)
H (2.82, 1.20, -1.17)
H (1.99, 1.01, -3.39)
H (1.14, -0.60, -4.79)
H (0.04, -1.79, -4.14)
O (-0.66, 1.64, 0.29)
Si (-1.32, 2.99, -0.32)
C (0.11, 4.21, -0.45)
C (1.27, 3.95, 0.29)
C (2.36, 4.81, 0.26)
C (2.31, 5.97, -0.50)
C (1.16, 6.26, -1.23)
C (0.08, 5.39, -1.20)
C (-2.65, 3.67, 0.78)
C (-2.93, 3.07, 2.01)
C (-3.93, 3.56, 2.84)
C (-4.66, 4.68, 2.46)
C (-4.39, 5.30, 1.25)
C (-3.40, 4.80, 0.42)
C (-2.03, 2.61, -2.03)
C (-2.27, 1.27, -2.38)
C (-2.79, 0.91, -3.62)
C (-3.09, 1.89, -4.55)
C (-2.89, 3.23, -4.22)
C (-2.37, 3.57, -2.98)
H (1.31, 3.06, 0.92)
H (3.25, 4.59, 0.85)
H (3.16, 6.65, -0.52)
H (1.11, 7.17, -1.81)
H (-0.80, 5.66, -1.76)
H (-2.36, 2.20, 2.31)
H (-4.13, 3.08, 3.79)
H (-5.43, 5.07, 3.11)
H (-4.95, 6.18, 0.95)
H (-3.20, 5.30, -0.52)
H (-2.10, 0.49, -1.65)
H (-2.99, -0.13, -3.84)
H (-3.50, 1.62, -5.51)
H (-3.14, 4.00, -4.94)
H (-2.24, 4.63, -2.77)

Record 4
The following is a DFT calculation (ωB97M-V/def2-TZVPD) of a molecular structure, C35H54N2O8SSi4TeW in a non-equilibrium geometry.

Calculated values
* molar mass: 1086.7 g mol⁻¹
* frontier orbital gap: 6.401 eV
* HOMO energy: -7.5751 eV
* E_tot: -3968.96938 hartree
* energy relative to the best compared isomer or geometry (same formula, charge and spin): 10.5 kcal per mole
* multiplicity: 1

Element x y z (Å)
W (0.09, 0.25, 0.73)
O (-0.31, 6.06, -3.33)
C (0.42, 5.11, -3.64)
O (1.12, 4.85, -4.63)
C (0.51, 4.03, -2.56)
C (1.12, 4.29, -1.35)
C (1.25, 3.32, -0.37)
N (0.85, 2.05, -0.57)
C (0.24, 1.82, -1.76)
C (0.03, 2.72, -2.76)
C (-0.16, 0.38, -1.87)
O (-1.13, -0.08, -2.39)
O (0.69, -0.31, -1.08)
H (1.48, 5.29, -1.15)
H (1.70, 3.52, 0.59)
H (-0.47, 2.42, -3.67)
C (-0.45, -5.53, 5.58)
C (-0.47, -4.84, 4.24)
C (0.00, -5.50, 3.10)
C (-0.01, -4.89, 1.87)
C (-0.50, -3.59, 1.76)
C (-0.96, -2.90, 2.87)
C (-0.94, -3.54, 4.10)
S (-0.43, -2.78, 0.17)
C (-1.71, -3.70, -0.66)
O (-1.17, -1.45, 0.42)
H (0.54, -5.91, 5.80)
H (-1.14, -6.37, 5.58)
H (-0.74, -4.84, 6.37)
H (0.37, -6.52, 3.19)
H (0.37, -5.41, 1.00)
H (-1.33, -1.89, 2.77)
H (-1.30, -3.01, 4.97)
H (-2.61, -3.67, -0.05)
H (-1.37, -4.73, -0.81)
H (-1.87, -3.21, -1.62)
C (-3.13, 4.13, 2.71)
Si (-1.69, 5.11, 2.01)
C (-1.90, 6.94, 2.39)
C (-1.68, 4.89, 0.16)
Si (0.25, 4.36, 3.15)
Te (0.95, 1.92, 2.81)
Si (2.15, 5.76, 3.08)
C (1.64, 7.28, 4.07)
C (2.70, 6.35, 1.39)
C (3.60, 4.91, 3.91)
Si (-0.37, 4.15, 5.42)
C (-1.52, 2.68, 5.67)
C (-1.25, 5.72, 5.96)
C (1.16, 3.90, 6.48)
H (-4.03, 4.31, 2.11)
H (-3.35, 4.40, 3.74)
H (-2.92, 3.06, 2.69)
H (-2.88, 7.28, 2.05)
H (-1.14, 7.53, 1.87)
H (-1.82, 7.16, 3.46)
H (-2.68, 5.10, -0.23)
H (-1.42, 3.87, -0.12)
H (-0.99, 5.57, -0.34)
H (0.69, 7.69, 3.74)
H (2.40, 8.07, 3.95)
H (1.56, 7.06, 5.14)
H (1.89, 6.84, 0.84)
H (3.09, 5.54, 0.78)
H (3.50, 7.08, 1.52)
H (3.29, 4.14, 4.62)
H (4.21, 5.63, 4.46)
H (4.24, 4.43, 3.17)
H (-2.53, 2.91, 5.35)
H (-1.55, 2.41, 6.73)
H (-1.17, 1.81, 5.11)
H (-2.22, 5.81, 5.47)
H (-0.67, 6.61, 5.72)
H (-1.42, 5.71, 7.04)
H (1.70, 3.00, 6.17)
H (0.88, 3.77, 7.53)
H (1.84, 4.75, 6.42)
O (-4.00, 1.80, -1.09)
C (-4.54, 1.43, 0.08)
C (-5.93, 1.50, 0.17)
C (-6.57, 1.16, 1.34)
C (-5.85, 0.73, 2.46)
C (-4.48, 0.64, 2.38)
C (-3.81, 1.00, 1.20)
C (-2.36, 0.90, 1.18)
O (-1.65, 0.29, 2.04)
O (-1.68, 1.48, 0.25)
H (-3.03, 1.68, -1.07)
H (-6.48, 1.83, -0.69)
H (-7.65, 1.23, 1.39)
H (-6.36, 0.46, 3.38)
H (-3.89, 0.31, 3.22)
C (3.66, -0.26, 1.36)
C (2.62, -1.32, 1.73)
C (2.89, -2.60, 0.93)
C (2.65, -1.62, 3.23)
N (1.30, -0.79, 1.40)
H (4.64, -0.73, 1.26)
H (3.72, 0.52, 2.12)
H (3.41, 0.21, 0.41)
H (3.88, -2.96, 1.19)
H (2.86, -2.40, -0.14)
H (2.17, -3.38, 1.18)
H (3.68, -1.83, 3.54)
H (2.03, -2.49, 3.47)
H (2.28, -0.77, 3.80)

Record 5
The following is a DFT calculation (ωB97M-V/def2-TZVPD) of C5H8N2 in the gas phase in a non-equilibrium geometry.

Calculated values
* molar mass: 96.1 g mol⁻¹
* frontier orbital gap: 11.294 eV
* HOMO energy: -10.3438 eV
* E_tot: -304.78487 hartree
* energy relative to the best compared isomer or geometry (same formula, charge and spin): 31.8 kcal per mole
* multiplicity: 1

Element x y z (Å)
N (0.93, 2.36, 1.35)
C (0.92, 1.28, 0.94)
C (0.90, -0.10, 0.38)
N (2.11, -0.45, -0.34)
C (-0.32, -0.27, -0.53)
C (-1.58, 0.51, -0.29)
C (-1.56, -0.97, -0.05)
H (0.82, -0.79, 1.23)
H (2.91, -0.46, 0.29)
H (2.31, 0.24, -1.05)
H (-0.04, -0.45, -1.57)
H (-1.60, 1.16, 0.57)
H (-2.12, 0.89, -1.15)
H (-2.09, -1.62, -0.74)
H (-1.58, -1.32, 0.98)